[1]
The following is a DFT calculation (wB97M-V/def2-TZVPD) of a cluster of 4 separate species, C31H52Br6N2O8P2S2 in total in a non-equilibrium geometry.

Summary:
SMILES   CCCCN(CCCCN1C(=O)c2c(CP(=O)(O)O)cc(P(O)O)c(COCCC)c2C1=O)C(=S)SCCC.BrCCBr.BrCCBr.BrCCBr
Charge   0
LUMO   -0.37 eV
E_HOMO   -8.3 eV
DFT total energy   -512856.3618 eV

The geometry in XYZ format:
```
103
Properties=species:S:1:pos:R:3:forces:R:3:mulliken_charge:R:1
H -5.55810 4.93397 0.95572 0.00 -0.01 0.06 0.373
C -4.08140 6.02514 2.11277 -0.11 -0.08 0.17 -0.602
H -4.72911 6.69581 2.67265 -0.02 -0.01 -0.02 0.349
H 2.07704 -5.15627 -4.41358 -0.04 0.10 0.04 0.257
H 2.11051 -1.32732 -10.16559 0.03 0.01 0.00 0.367
O 1.28500 -2.90304 -3.45366 0.06 0.07 0.46 -0.325
C 2.20868 -1.47282 -9.09225 0.03 -0.17 -0.13 -0.609
H 1.34949 -1.04511 -8.58637 0.02 0.04 0.01 0.361
H 1.92983 5.66283 4.69665 -0.02 -0.04 0.00 0.356
H 0.91460 -0.89235 -3.47576 -0.07 0.03 0.02 0.729
C -2.58668 0.28991 0.31960 -0.87 0.58 -0.02 -0.162
C 3.55943 -3.73816 -3.63828 -0.29 0.09 -0.08 -0.284
H -5.53798 -3.83224 -3.16389 -0.08 0.01 -0.06 0.300
S -2.86082 -2.90482 1.00244 0.06 0.04 0.24 -0.145
H -1.14884 -0.56957 4.91831 -0.17 -0.08 0.00 0.382
C -3.70428 -1.52875 1.14454 -0.21 -0.08 -0.24 0.151
C 2.67710 -0.58154 0.97561 0.37 0.22 0.05 0.609
H 1.77177 4.78593 7.63190 0.01 0.04 0.00 0.421
C -1.61605 0.41848 4.93021 0.49 0.15 0.08 -0.639
H -5.08306 6.50443 0.28032 0.02 0.02 0.02 0.355
H 2.43161 -2.79015 -5.16779 -0.29 0.03 0.03 0.537
C -4.65811 -2.33392 -1.85895 -0.31 0.11 -0.73 0.377
H -4.42924 -3.23228 -1.29302 0.06 0.13 0.22 0.310
H 2.69536 -2.68287 1.39583 -0.11 0.01 0.03 0.812
H 0.12541 3.76038 -0.26014 -0.02 0.01 -0.04 0.169
H -2.92503 1.36382 3.46536 0.11 0.24 -0.11 0.294
N -3.16729 -0.27633 1.56281 0.73 -1.11 -0.17 0.060
Br 3.54738 -0.79011 -6.66118 0.13 0.11 -0.18 -0.039
H 1.40061 6.75698 5.99148 -0.03 -0.02 0.02 0.358
C 1.48989 4.70178 6.58761 -0.10 -0.15 -0.12 -0.618
H 2.45384 0.27700 2.90065 0.10 0.00 0.17 0.205
H 3.63125 0.12301 -8.95545 -0.03 0.00 -0.02 0.324
C 0.04092 2.72442 -0.58740 0.06 0.02 0.02 -1.275
H -1.77345 -0.36519 -0.02302 0.10 0.02 0.05 0.531
C -2.16027 -0.47747 2.63134 -0.53 1.11 0.33 -1.041
H -0.56918 2.71043 -1.49139 0.10 0.05 -0.09 0.658
H -0.22290 0.83472 0.48060 0.25 0.07 -0.13 -0.068
H 4.36902 -1.48941 -8.89955 -0.03 -0.03 -0.03 0.364
C -2.14784 1.76732 0.40010 0.97 -1.06 0.19 -0.721
Br 2.19867 3.01010 5.94927 0.41 0.23 0.11 -0.061
C 1.48230 -1.39537 -1.49959 0.24 -0.01 -0.09 0.770
P 4.12203 -1.27801 3.31621 -1.07 -0.08 0.95 0.831
N 1.36486 2.21923 -0.96489 0.72 0.63 -0.70 0.202
H -0.44018 2.25184 4.91642 0.01 0.07 0.07 0.322
H -6.31524 -2.27217 -3.31236 0.08 0.14 -0.22 0.329
C 1.71086 -0.06758 -1.19030 0.34 0.08 -0.06 0.179
O 1.27628 1.36939 -3.12956 -0.49 0.02 -0.20 -0.572
C 0.80126 -1.74534 -2.80395 -0.07 0.55 -0.38 -1.958
O 1.38419 -4.59250 0.79414 -0.37 0.24 -0.18 -0.500
P 1.54417 -4.14283 -0.77064 0.52 -0.31 0.02 0.385
H -1.14813 1.36017 3.10020 -0.32 0.38 -0.17 -0.803
H 4.46393 -3.61337 -4.23637 0.05 0.20 0.09 0.466
H -0.09430 -4.28329 -2.16046 -0.02 -0.05 0.03 0.330
O -0.03370 -4.09544 -1.21409 -0.12 0.09 -0.04 -0.493
H -2.59790 2.23500 1.27004 -0.32 0.20 -0.25 0.136
C -5.49565 -1.33099 -1.05423 0.66 -0.26 -0.19 -0.880
H 3.81342 -3.54823 -2.59394 0.09 -0.18 0.02 0.103
C -0.60142 1.85534 0.50207 -0.53 0.51 0.25 0.310
C -5.34914 -2.75818 -3.18416 0.19 -0.33 0.47 -1.198
H 2.84974 -5.69923 -2.93363 -0.01 0.09 0.03 0.265
C -0.58659 1.38469 5.56051 -0.61 -0.15 -0.16 -1.159
H 5.38336 -0.83744 4.93046 0.10 0.20 0.05 0.362
H 0.40791 4.60961 6.50839 0.00 0.03 -0.02 0.301
C -4.73343 5.62514 0.81647 0.10 0.09 -0.15 -0.585
Br -3.46418 4.75081 -0.36796 -0.14 0.23 -0.04 -0.079
O 3.17896 -1.97943 4.21334 0.25 -0.11 -0.31 -0.665
H -5.14742 -0.32559 -1.28655 -0.30 0.09 -0.04 0.407
H -0.27103 -1.84898 -2.62389 0.03 -0.30 -0.01 0.185
S -5.46212 -1.52111 0.75953 -0.22 0.29 -0.01 -0.186
H -6.54040 -1.40803 -1.34960 -0.12 0.02 0.32 0.455
H 4.55764 -3.17629 2.55772 0.19 -0.05 -0.06 0.356
H -2.55845 -1.23963 3.29829 0.14 -0.24 -0.18 0.833
C -1.99638 0.79686 3.48489 0.45 -0.82 0.30 0.708
H -0.31750 2.28165 1.46639 0.07 -0.11 0.03 0.226
C 2.30429 1.83461 0.03103 -0.35 -0.53 0.09 -0.155
H -4.69879 -2.57661 -4.03716 -0.18 0.16 -0.12 0.321
C 3.01844 -5.15748 -3.86227 0.19 -0.26 -0.14 -1.102
Br 2.12208 -3.39597 -8.81550 -0.04 0.03 0.06 -0.143
H -2.46576 2.23913 -0.52514 -0.15 0.17 0.16 0.446
C 1.97627 5.86302 5.76216 0.09 0.14 0.10 -0.586
C 1.85019 -2.33463 -0.52304 -0.37 0.00 0.19 0.561
O 2.99269 2.57682 0.67206 -0.36 0.07 0.32 -0.583
Br 3.82182 6.31832 6.16816 -0.01 -0.03 -0.05 -0.140
H -2.49948 0.34710 5.56517 -0.09 -0.08 -0.11 0.298
H -3.72201 -1.84627 -2.13558 0.18 -0.16 0.31 -0.246
O 4.97988 -2.31143 2.44965 0.03 0.24 -0.10 -0.528
H 0.38067 0.90754 5.68501 -0.02 -0.04 0.01 0.354
H 3.71821 -5.74326 -4.46046 0.02 -0.03 0.05 0.362
C 3.27595 -0.07929 2.27334 0.15 -0.04 -0.41 -0.447
C 2.55572 -2.68840 -4.08874 0.18 -0.47 -0.19 -0.487
C 1.40485 1.19560 -1.95409 -0.16 -0.48 0.76 -0.326
Br -3.78545 4.49179 3.27408 0.08 0.01 -0.04 -0.126
C 3.50981 -0.89810 -8.60096 0.00 0.18 0.12 -0.563
C 2.28389 0.33132 0.01622 0.20 0.00 -0.23 0.372
H 0.64600 -4.11008 1.20145 0.08 -0.13 0.21 0.273
O 5.17245 -0.37591 4.10519 0.12 -0.18 -0.29 -0.474
H -3.37603 0.20824 -0.42993 0.03 0.01 -0.02 -0.411
H 2.91127 -1.67238 -3.89987 -0.01 0.00 0.15 0.216
H -0.91595 1.74406 6.53601 0.11 0.01 0.04 0.376
H -3.11433 6.49340 1.96267 -0.01 0.02 -0.04 0.382
H -1.18179 -0.76993 2.23966 -0.05 -0.32 -0.02 0.131
H 3.90217 0.79171 2.07941 0.08 -0.06 -0.01 0.505
C 2.43737 -1.92035 0.67414 -0.04 -0.08 -0.16 -1.079
```
Positions in Å, forces in eV/Å.

[2]
The following is a DFT calculation (wB97M-V/def2-TZVPD) of a structure of composition C31H52BrMnN3OP2 in a non-equilibrium geometry.

Summary:
Energy relative to the best compared isomer or geometry (same formula, charge and spin)   45.52 kcal per mole
Charge   +2
Multiplicity   6
LUMO (alpha / beta)   -6.35 / -8.88 eV
<S²>   8.995
E_HOMO (alpha / beta)   -13.3 / -13.6 eV
DFT total energy   -159432.9097 eV

The geometry in XYZ format:
```
91
Properties=species:S:1:pos:R:3:forces:R:3:lowdin_spin:R:1
H -1.96204 -0.63710 5.86205 0.01 0.10 0.00 0.000
C -0.00633 -3.18100 -2.23221 -0.01 -0.04 0.37 0.006
Mn -0.07892 -0.06583 -0.58485 -3.63 -1.13 3.78 4.013
H -4.22031 -2.24139 0.28077 0.28 0.15 -0.05 0.000
H -0.37586 -4.21018 -2.15544 0.10 0.21 -0.17 0.001
C -2.59258 -2.25182 -1.17413 0.09 -0.40 -0.46 0.022
H -2.26836 -4.84698 -0.02086 0.19 -0.07 0.05 0.000
H 4.80620 -0.12171 0.45104 0.02 0.26 -0.25 0.000
H 1.36858 -1.27227 1.96525 0.18 0.08 -0.64 0.002
H -0.60461 3.96953 2.83563 0.10 -0.31 -0.22 0.000
H 1.07767 -3.21945 -2.04168 -0.26 -0.07 0.00 0.000
H 4.30218 -1.88062 1.89806 -0.09 0.18 -0.07 0.000
C -3.12497 1.12361 -2.69511 -0.55 1.01 0.18 -0.020
H -2.52887 0.52985 -3.38910 -0.10 0.21 0.26 -0.001
C -1.20635 -4.88417 0.24062 0.05 -0.18 0.10 0.003
C -0.91302 0.67522 3.05826 -0.03 -0.16 -0.19 0.002
Br 4.47774 4.39399 -3.86117 0.63 0.46 -0.23 0.113
H -1.40700 3.44791 4.75010 -0.02 -0.06 0.10 0.000
H -0.98055 2.21561 -0.36187 0.33 -0.32 -0.35 0.004
H 2.58045 4.66476 -1.64030 0.04 0.11 0.00 -0.002
C 3.06173 1.18676 0.28220 -0.25 0.15 -0.04 0.018
C -0.29679 -2.62345 -3.61823 -0.12 -0.11 -0.37 0.000
C -0.95667 -1.63062 3.70548 0.03 -0.40 -0.14 0.000
H 2.89307 1.49742 1.32616 0.10 -0.16 -0.29 0.000
H 3.65299 -2.54823 -1.36515 0.06 0.29 -0.14 0.000
H -3.92589 -0.68326 -0.49200 0.05 -0.18 0.10 0.000
H 2.18713 -2.43317 0.91761 0.02 0.33 0.10 0.000
H 4.66267 -1.13895 -1.84128 -0.37 -0.36 0.06 0.001
C -0.99171 2.44009 4.74822 0.26 0.20 0.47 0.000
H -3.33520 2.47812 0.45235 0.14 -0.05 -0.24 -0.001
H 1.64020 -1.19271 -2.31509 0.35 0.34 0.26 0.005
H -1.29843 2.95860 1.54457 0.13 0.07 0.19 0.000
C -4.29029 1.74200 -3.18478 0.46 -0.56 0.55 0.007
H 2.73188 2.03273 -0.33937 0.16 -0.30 0.19 0.001
C -2.67978 1.50290 -1.40932 -0.42 -0.07 -0.62 0.018
H -1.19361 -3.06228 1.40820 0.09 -0.02 -0.23 0.000
C -1.24654 1.41605 -1.06438 0.23 -0.16 -1.57 -0.107
H -5.35677 3.45135 -0.61509 0.13 -0.17 -0.12 0.001
H -0.33441 0.03349 5.99179 -0.05 -0.05 0.06 0.000
H -0.05787 -1.80553 3.10199 -0.30 -0.12 0.19 0.000
O -0.77761 0.28093 1.86682 0.30 0.16 -0.29 0.026
H 3.85057 -0.18042 2.11899 -0.01 -0.22 0.25 0.000
C 2.39007 2.58487 -4.33228 -0.92 -0.81 0.01 0.009
H 0.42872 2.78801 1.94893 -0.22 0.13 0.16 0.000
C -0.57422 2.97768 2.36812 -0.08 -0.10 -0.23 0.001
H -1.37519 -2.53143 -3.79441 0.22 0.00 0.00 0.000
H 0.09163 -3.32142 -4.37199 -0.09 0.26 0.14 0.000
C 4.51770 0.82498 -0.01577 0.30 0.16 -0.01 0.004
H -2.73252 -1.75174 -2.14969 0.03 -0.26 0.38 0.000
N -1.04965 -0.23417 4.05697 0.06 0.10 -0.93 0.001
P 1.95079 -0.23090 -0.08820 4.97 0.32 0.65 0.099
C -3.56449 2.23527 -0.58384 0.21 0.10 -0.74 -0.024
H 3.24288 -1.39741 3.21687 0.01 -0.08 -0.23 0.001
C 2.51099 -0.72002 -1.81829 0.09 -0.28 0.06 0.029
H -2.85879 1.49242 5.13206 0.05 0.06 0.12 0.000
H -0.65908 -5.38474 -0.56590 -0.15 0.09 0.22 0.000
H 0.39806 -3.54734 0.87078 -0.23 -0.05 -0.13 0.000
N -5.02018 2.58537 -2.45963 -0.23 0.00 -0.10 -0.026
H -0.54242 0.24127 -2.86808 0.04 0.42 0.27 0.024
N -0.92847 1.99446 3.37862 0.15 -0.17 -0.74 0.001
P -0.78452 -2.27766 -0.81814 -0.98 -1.64 -0.22 0.064
C 2.24457 -1.40169 1.30308 -0.20 -0.61 0.02 0.025
H 0.89595 1.02601 -4.57250 0.32 0.27 0.17 0.002
C -0.65322 -3.49528 0.55664 0.10 0.20 0.19 0.012
H 0.16819 -1.64632 -3.80991 -0.07 -0.19 0.10 0.000
H -2.91115 -3.29986 -1.28603 0.12 0.34 -0.23 0.003
C 1.30259 1.81306 -3.92944 1.20 0.29 -0.83 0.081
H 5.19689 1.59526 0.36526 -0.11 -0.08 -0.15 0.001
C -0.24525 1.01681 -2.13939 -0.87 5.27 -2.58 0.183
H 2.70774 0.22252 -2.37118 -0.24 -0.37 0.51 0.000
H -1.83554 -1.97042 3.13333 0.23 0.10 0.22 0.000
C -1.84333 1.48941 5.54404 -0.56 0.19 0.29 0.000
C 3.48501 -1.20470 2.16532 0.35 -0.08 0.48 0.006
H -4.59843 1.55465 -4.21594 -0.05 0.13 0.30 0.001
H -2.83935 -1.22894 0.76928 -0.05 -0.10 -0.07 0.001
H 2.85307 2.39934 -5.29298 0.03 0.08 0.04 -0.002
H 3.69448 -1.99405 -3.05510 0.12 0.04 0.49 0.001
H -1.89450 1.80660 6.58999 0.00 -0.08 -0.17 0.000
H -1.10848 -5.51365 1.13127 -0.06 0.08 -0.16 0.001
C 3.70488 -1.65294 -2.00239 0.25 -0.32 -0.45 0.007
C -1.27813 0.10142 5.43806 0.17 -0.02 0.68 0.000
C 1.11135 3.12027 -1.89553 1.31 1.20 0.14 0.094
H 0.01754 2.48813 5.17873 -0.04 0.10 0.01 0.000
C 2.90953 3.56818 -3.46717 -0.87 -0.64 0.20 0.160
C 0.72596 2.01637 -2.66437 -1.86 -2.37 1.02 0.108
H -0.88261 -2.21487 4.62800 -0.02 0.09 -0.23 0.000
H 4.67372 0.71525 -1.09464 0.03 0.25 0.28 0.000
C -4.69865 2.79184 -1.18174 0.23 -0.55 -0.05 0.007
C -3.43259 -1.57233 -0.08832 -0.25 0.29 0.23 0.003
H 0.57905 3.34476 -0.97083 0.31 0.04 -0.26 0.002
C 2.22761 3.86782 -2.27638 -1.13 -0.43 0.57 0.005
```
Positions in Å, forces in eV/Å.

> Number 1 is which compound?

C31H52Br6N2O8P2S2

> Among the records above, which one has the lowest charge?

C31H52Br6N2O8P2S2

> Number 2 is which compound?

C31H52BrMnN3OP2